# 1
Here is one molecule with the formula C25H26ClN3O5S from OMol25. Energies are from ωB97M-V with the def2-TZVPD basis set.

Summary:
Calculated total energy, eV: -64412.478
2S+1: 1
Lowest unoccupied orbital energy, Ha: 0.0189
Net charge: 0
SMILES: CCOc1ccc(C(=O)Nc2cc(S(=O)(=O)Nc3ccccc3Cl)ccc2N2CCOCC2)cc1

CARTESIAN COORDINATES (ANGSTROEM)
C1 3.973 4.175 -3.482
C2 3.519 2.734 -3.312
O1 2.110 2.708 -3.463
C3 1.445 1.589 -3.117
C4 2.028 0.335 -2.943
C5 1.255 -0.742 -2.549
C6 -0.097 -0.578 -2.280
C7 -0.896 -1.679 -1.685
O2 -1.107 -2.751 -2.208
N1 -1.458 -1.403 -0.456
C8 -1.222 -0.358 0.427
C9 -0.046 0.383 0.406
C10 0.116 1.454 1.259
S1 1.741 2.183 1.290
O3 2.320 2.190 -0.018
O4 1.750 3.383 2.067
N2 2.570 1.017 2.206
C11 2.642 -0.254 1.634
C12 3.458 -0.453 0.524
C13 3.519 -1.690 -0.088
C14 2.776 -2.752 0.401
C15 1.963 -2.576 1.507
C16 1.894 -1.333 2.109
Cl1 0.836 -1.097 3.465
C17 -0.859 1.819 2.163
C18 -2.009 1.049 2.236
C19 -2.190 -0.059 1.413
N3 -3.318 -0.899 1.494
C20 -4.563 -0.319 1.968
C21 -5.688 -1.292 1.602
O5 -5.490 -2.550 2.203
C22 -4.260 -3.109 1.806
C23 -3.096 -2.179 2.158
C24 -0.694 0.660 -2.512
C25 0.063 1.723 -2.946
H1 3.514 4.794 -2.718
H2 3.677 4.546 -4.460
H3 5.054 4.235 -3.389
H4 3.779 2.368 -2.311
H5 3.993 2.095 -4.071
H6 3.085 0.192 -3.103
H7 1.709 -1.710 -2.402
H8 -2.203 -2.036 -0.192
H9 0.755 0.154 -0.271
H10 2.198 1.016 3.148
H11 4.018 0.389 0.153
H12 4.156 -1.829 -0.948
H13 2.823 -3.719 -0.075
H14 1.377 -3.393 1.897
H15 -0.700 2.669 2.806
H16 -2.765 1.301 2.963
H17 -4.723 0.640 1.473
H18 -4.567 -0.175 3.060
H19 -6.649 -0.927 1.969
H20 -5.731 -1.400 0.508
H21 -4.171 -4.059 2.336
H22 -4.267 -3.296 0.721
H23 -2.147 -2.615 1.843
H24 -3.065 -2.045 3.252
H25 -1.753 0.786 -2.341
H26 -0.382 2.688 -3.127



# 2
Here is C25H26F6N5O12ReS4 as an isolated structure from OMol25. Energies are from ωB97M-V with the def2-TZVPD basis set.

Summary:
Calculated total energy, eV: -120132.290
<S²>: 0.754
2S+1: 2
Lowest unoccupied orbital energy (spin up / spin down), Ha: -0.1381 / -0.1578
Net charge: +1

CARTESIAN COORDINATES (ANGSTROEM)
Re1 -0.230 0.115 -0.104
F1 3.907 1.428 -2.316
C1 3.980 0.109 -2.197
F2 5.201 -0.244 -1.845
F3 3.644 -0.464 -3.337
S1 2.805 -0.385 -0.861
O1 1.509 0.138 -1.392
O2 3.234 0.194 0.367
N1 2.859 -1.946 -0.955
S2 1.639 -2.761 -0.388
O3 0.650 -1.871 0.260
O4 1.993 -3.906 0.364
C2 0.812 -3.391 -1.916
F4 1.621 -4.238 -2.524
F5 -0.311 -4.011 -1.575
F6 0.533 -2.378 -2.730
C3 -1.222 5.906 -1.966
C4 -1.013 5.831 -0.462
N2 -0.056 4.782 -0.058
C5 1.323 5.189 0.239
C6 2.219 5.188 -0.991
C7 -0.423 3.513 -0.050
S3 0.761 2.303 0.307
N3 -1.735 3.269 -0.313
C8 -2.129 2.190 -0.904
O5 -1.326 1.215 -1.276
C9 -3.553 1.999 -1.229
C10 -4.513 2.869 -0.712
C11 -5.852 2.662 -0.994
C12 -6.236 1.601 -1.806
C13 -5.281 0.746 -2.338
C14 -3.940 0.938 -2.047
H1 -1.928 6.704 -2.196
H2 -1.634 4.972 -2.346
H3 -0.292 6.116 -2.492
H4 -1.957 5.636 0.043
H5 -0.612 6.769 -0.082
H6 1.718 4.525 1.006
H7 1.269 6.187 0.674
H8 2.228 4.208 -1.468
H9 3.239 5.430 -0.694
H10 1.895 5.931 -1.718
H11 -4.200 3.696 -0.090
H12 -6.598 3.331 -0.589
H13 -7.283 1.449 -2.034
H14 -5.580 -0.065 -2.990
H15 -3.188 0.287 -2.473
O6 0.517 -0.038 1.797
S4 0.247 0.674 3.145
C15 -0.632 -0.556 4.160
C16 -2.104 -0.166 4.190
C17 -2.129 1.359 4.156
C18 -1.209 1.758 3.005
H16 -0.169 -0.474 5.145
H17 -0.400 -1.538 3.750
H18 -2.592 -0.574 5.073
H19 -2.609 -0.553 3.306
H20 -1.773 1.777 5.100
H21 -3.130 1.752 3.980
H22 -0.864 2.789 3.020
H23 -1.663 1.540 2.039
O7 -1.501 -1.336 -1.052
C19 -2.363 -1.206 -0.140
O8 -2.066 -0.387 0.804
C20 -3.641 -1.931 -0.167
C21 -4.572 -1.741 0.844
C22 -5.774 -2.412 0.767
C23 -6.085 -3.265 -0.275
C24 -5.132 -3.424 -1.264
C25 -3.912 -2.781 -1.234
N4 -5.438 -4.314 -2.407
O9 -4.597 -4.397 -3.275
O10 -6.487 -4.914 -2.370
N5 -6.768 -2.204 1.844
O11 -7.827 -2.775 1.734
O12 -6.460 -1.439 2.733
H24 -4.386 -1.073 1.670
H25 -7.032 -3.782 -0.319
H26 -3.194 -2.936 -2.027



# 3
Here is C25H26FN5O4 as an isolated structure from OMol25. Energies are from ωB97M-V with the def2-TZVPD basis set.

Summary:
Calculated total energy, eV: -44682.738
2S+1: 1
Lowest unoccupied orbital energy, Ha: 0.0178
Net charge: 0

CARTESIAN COORDINATES (ANGSTROEM)
C1 -7.679 -1.242 1.688
H1 -8.414 -1.922 1.413
O1 -6.639 -1.415 0.556
C2 -5.571 -0.843 0.554
C3 -5.251 -0.007 1.345
C4 -4.095 0.700 1.441
C5 -3.244 0.334 0.546
C6 -3.547 -0.479 -0.705
C7 -4.800 -1.111 -0.550
H2 -5.032 -1.933 -1.166
O2 -2.715 -0.504 -1.585
C8 -2.984 -1.694 -2.571
H3 -1.987 -2.010 -3.236
H4 -2.936 -2.641 -1.878
H5 -3.791 -1.660 -3.201
N1 -1.972 1.065 0.423
C9 -0.740 0.219 0.136
N2 -0.684 -0.985 0.328
C10 0.747 -1.075 -0.130
C11 1.288 0.025 -0.295
C12 2.637 -0.012 -0.884
O3 3.240 1.047 -0.978
N3 3.225 -1.186 -0.698
C13 2.525 -2.433 -0.247
O4 3.153 -3.386 -0.694
N4 1.344 -2.369 -0.084
C14 0.560 -3.779 0.296
H6 -0.438 -3.146 0.488
H7 0.939 -4.083 1.283
H8 0.616 -4.352 -0.452
C15 4.665 -1.277 -1.100
C16 5.458 -0.593 -0.232
C17 6.645 0.145 -0.548
C18 7.388 0.721 0.261
C19 7.058 0.879 1.631
C20 6.017 0.493 2.152
C21 5.225 -0.449 1.076
F1 4.116 -1.067 2.033
H9 5.679 0.389 3.171
H10 7.589 1.659 2.390
H11 8.357 1.285 0.056
H12 6.722 0.116 -1.378
H13 4.728 -1.084 -2.043
H14 4.871 -2.589 -0.946
N5 0.267 1.047 -0.377
C22 0.692 2.327 -0.569
C23 -0.759 2.888 -0.791
C24 -0.634 4.370 -0.872
H15 -0.399 5.022 -0.068
H16 -1.873 5.002 -1.090
H17 -0.042 4.869 -1.735
H18 -1.190 2.641 -1.834
C25 -1.607 2.604 0.181
H19 -1.356 2.824 1.346
H20 -2.676 2.885 0.233
H21 1.039 2.969 0.525
H22 1.192 2.456 -1.472
H23 -3.836 1.539 2.171
H24 -5.908 0.550 2.321
H25 -7.165 -1.465 2.885
H26 -8.018 -0.278 1.482